1.
{
  "formula": "C6H12O",
  "method": "ωB97M-V/def2-TZVPD",
  "elements": ["C", "C", "O", "C", "C", "C", "C", "H", "H", "H", "H", "H", "H", "H", "H", "H", "H", "H", "H"],
  "coordinates": [[2.0322, 0.4429, -0.8701], [0.5966, -0.4030, 0.9446], [1.1873, -0.3067, 2.1447], [-0.1557, 0.7078, 0.3221], [0.3527, 0.7538, -1.0779], [-1.5312, 0.2794, 0.5293], [-2.2476, -0.8658, -0.1167], [2.2739, 0.5187, -1.9127], [2.6058, -0.4836, -0.5386], [2.5017, 1.2733, -0.3151], [0.5525, -1.3878, 0.4797], [1.3087, -1.1917, 2.5084], [0.0586, 1.6256, 0.8805], [-0.0852, -0.0570, -1.6900], [0.1006, 1.7144, -1.5944], [-2.1699, 0.9120, 1.1401], [-1.6221, -1.4429, -0.8058], [-3.1321, -0.5334, -0.6781], [-2.6269, -1.5559, 0.6500]],
  "lowdin_charge": [-0.08, -0.20, 0.04, -0.46, -0.13, -0.11, -0.14, 0.03, 0.08, 0.07, 0.14, 0.11, 0.15, 0.10, 0.12, 0.09, 0.06, 0.07, 0.07],
  "charge": 0,
  "mol_weight_g_mol": 100.2,
  "total_energy_ev": -8459.4826,
  "homo_ev": [-6.85, -6.39],
  "de_lowest_kcal_mol": 112.34,
  "lumo_ev": [0.737, 0.739],
  "gap_ev": [7.59, 7.13]
}


2.
{
  "formula": "C6H12O",
  "method": "ωB97M-V/def2-TZVPD",
  "elements": ["C", "C", "C", "C", "O", "C", "C", "H", "H", "H", "H", "H", "H", "H", "H", "H", "H", "H", "H"],
  "coordinates": [[2.1076, 1.0111, -1.4201], [1.5990, 1.3349, 0.0621], [0.1438, 1.2274, 0.2662], [-2.1634, -1.7805, 0.4340], [-1.2851, -2.7477, 1.1114], [-1.6337, -0.4972, 0.0562], [-0.3234, -0.2633, 0.2217], [1.6546, 0.0427, -1.8813], [1.9248, 1.8962, -2.0030], [3.2662, 0.7170, -1.3962], [2.0028, 2.2425, 0.4464], [1.9362, 0.6203, 0.7664], [-0.2568, 1.8229, 1.1039], [-0.2392, 1.8463, -0.6141], [-3.1829, -1.7205, 0.9346], [-2.4081, -2.4913, -0.4371], [-1.0668, -2.4661, 2.0618], [-2.4060, 0.3278, -0.2378], [0.3305, -1.1225, 0.5250]],
  "lowdin_charge": [-0.09, -0.31, -0.25, -0.30, -0.13, -0.14, -0.08, 0.09, 0.04, 0.10, 0.09, 0.08, 0.11, 0.13, 0.13, 0.14, 0.12, 0.15, 0.13],
  "smiles": "CCC/C=C/CO",
  "charge": 0,
  "mol_weight_g_mol": 100.2,
  "total_energy_ev": -8461.7392,
  "homo_ev": -9.15,
  "de_lowest_kcal_mol": 60.30,
  "lumo_ev": 0.960,
  "gap_ev": 10.11
}


3.
{
  "formula": "C6H12O",
  "method": "ωB97M-V/def2-TZVPD",
  "elements": ["C", "C", "C", "C", "C", "C", "O", "H", "H", "H", "H", "H", "H", "H", "H", "H", "H", "H", "H"],
  "coordinates": [[-0.2133, 2.3892, -1.2398], [0.1153, 0.8877, -1.4682], [-0.4745, 0.0232, -0.2491], [-0.8735, -1.7523, 0.4473], [0.4351, -2.0113, 1.1770], [1.2103, -0.7949, 0.6990], [0.3613, 0.3323, 0.8464], [-1.2937, 2.5587, -1.1748], [0.2395, 2.7695, -0.3175], [0.1557, 3.0234, -2.0619], [-0.3106, 0.5851, -2.4290], [1.2120, 0.8154, -1.5680], [-1.4858, 0.3583, -0.1445], [-1.6633, -1.4307, 1.1346], [-1.2418, -2.6225, -0.1271], [0.9677, -2.9240, 0.8740], [0.3443, -2.0078, 2.2673], [2.1753, -0.6124, 1.2000], [1.0076, -0.9504, -0.4188]],
  "lowdin_charge": [-0.11, -0.19, -0.24, -0.03, -0.22, -0.24, -0.14, 0.07, 0.07, 0.07, 0.10, 0.11, 0.10, 0.08, 0.09, 0.11, 0.11, 0.14, 0.12],
  "charge": 0,
  "mol_weight_g_mol": 100.2,
  "total_energy_ev": -8460.7329,
  "homo_ev": -9.53,
  "de_lowest_kcal_mol": 83.50,
  "lumo_ev": 1.186,
  "gap_ev": 10.72
}


4.
{
  "formula": "C6H12O",
  "method": "ωB97M-V/def2-TZVPD",
  "elements": ["C", "C", "C", "O", "C", "C", "C", "H", "H", "H", "H", "H", "H", "H", "H", "H", "H", "H", "H"],
  "coordinates": [[1.6151, 0.9529, 0.7188], [0.7339, -0.1684, 0.1823], [1.4394, -1.0621, -0.8165], [-0.0528, -0.8385, 1.1701], [-0.7411, -0.0674, 0.1811], [-1.4353, 1.1758, 0.6940], [-1.5698, -0.8710, -0.8100], [1.8630, 0.7409, 1.7634], [1.1334, 1.9335, 0.6762], [2.5490, 1.0202, 0.1513], [1.6889, -0.4867, -1.7162], [0.8327, -1.9212, -1.1100], [2.3787, -1.4352, -0.3933], [-1.6058, 1.8877, -0.1244], [-2.4110, 0.9091, 1.1159], [-0.8592, 1.6709, 1.4785], [-1.4037, -1.9379, -0.6543], [-1.3143, -0.6259, -1.8456], [-2.6383, -0.6740, -0.6766]],
  "lowdin_charge": [-0.01, -0.48, -0.02, 0.01, -0.48, -0.02, -0.02, 0.09, 0.07, 0.08, 0.09, 0.08, 0.09, 0.09, 0.09, 0.08, 0.09, 0.09, 0.08],
  "smiles": "CC1(C)OC1(C)C",
  "charge": 0,
  "mol_weight_g_mol": 100.2,
  "total_energy_ev": -8463.4244,
  "homo_ev": -9.94,
  "de_lowest_kcal_mol": 21.44,
  "lumo_ev": 0.977,
  "gap_ev": 10.92
}


5.
{
  "formula": "C6H12O",
  "method": "ωB97M-V/def2-TZVPD",
  "elements": ["C", "C", "C", "C", "C", "C", "O", "H", "H", "H", "H", "H", "H", "H", "H", "H", "H", "H", "H"],
  "coordinates": [[2.1565, -0.1604, 0.9240], [1.4044, -0.5225, -0.3550], [0.2851, 0.4405, -0.6927], [-0.8559, 0.0171, -1.5863], [-1.1431, 0.4357, -0.1808], [-1.7167, -0.5378, 0.8230], [-1.7482, 1.7035, -0.1087], [3.0076, -0.8289, 1.0939], [1.5001, -0.2175, 1.7995], [2.5466, 0.8627, 0.8644], [1.0325, -1.5549, -0.3052], [2.1054, -0.5008, -1.2010], [0.6365, 1.4585, -0.8648], [-0.9437, -1.0469, -1.8009], [-1.1821, 0.6788, -2.3829], [-2.7256, -0.8433, 0.5214], [-1.8021, -0.0656, 1.8100], [-1.1020, -1.4337, 0.9271], [-1.4554, 2.1155, 0.7150]],
  "lowdin_charge": [-0.11, -0.24, -0.23, -0.04, -0.53, -0.01, 0.00, 0.07, 0.07, 0.07, 0.11, 0.11, 0.14, 0.11, 0.11, 0.09, 0.08, 0.08, 0.10],
  "smiles": "CC[C@H]1C[C@]1(C)O",
  "charge": 0,
  "mol_weight_g_mol": 100.2,
  "total_energy_ev": -8463.2987,
  "homo_ev": -9.48,
  "de_lowest_kcal_mol": 24.34,
  "lumo_ev": 0.993,
  "gap_ev": 10.47
}


6.
{
  "formula": "C6H12O",
  "method": "ωB97M-V/def2-TZVPD",
  "elements": ["C", "O", "C", "C", "C", "C", "C", "H", "H", "H", "H", "H", "H", "H", "H", "H", "H", "H", "H"],
  "coordinates": [[0.6111, 1.8771, 0.8913], [1.8722, 2.2890, 0.2218], [0.7000, 0.3857, 1.2851], [0.8619, -0.3941, -0.0600], [-0.4275, -0.7170, -0.7334], [-1.0958, -1.8705, -0.5745], [-2.5458, -1.9626, -1.0156], [0.5226, 2.6535, 1.6417], [-0.1534, 1.9839, 0.1082], [1.5432, 2.6096, -0.6176], [1.5331, 0.2578, 1.9832], [-0.2301, 0.0218, 1.7405], [1.5678, 0.1736, -0.6600], [1.5323, -1.2206, 0.1836], [-0.9554, 0.1265, -1.1905], [-0.4718, -2.6752, -0.1958], [-2.9321, -2.9258, -0.6802], [-2.5786, -2.0079, -2.1120], [-3.0580, -1.0626, -0.7147]],
  "lowdin_charge": [-0.22, -0.11, -0.16, -0.23, -0.14, -0.15, -0.10, 0.11, 0.11, 0.06, 0.11, 0.11, 0.09, 0.11, 0.11, 0.10, 0.07, 0.07, 0.07],
  "smiles": "C/C=C/CCCO",
  "charge": 0,
  "mol_weight_g_mol": 100.2,
  "total_energy_ev": -8462.5689,
  "homo_ev": -9.09,
  "de_lowest_kcal_mol": 41.16,
  "lumo_ev": 1.029,
  "gap_ev": 10.12
}